Molecular formula: C31H63Cl24N2O
Method: DFT, ωB97M-V with the def2-TZVPD basis set

CARTESIAN COORDINATES (ANGSTROEM)
Cl (1.5940, -0.3146, 4.7866)
Cl (-1.7750, 3.0192, 8.8098)
Cl (-3.4628, 0.3837, 2.1397)
Cl (-1.5899, -5.4295, -2.9582)
Cl (2.5407, -3.4715, 0.2518)
Cl (4.4151, 2.5961, -0.6361)
Cl (-2.9538, 0.8082, 6.5050)
Cl (-7.0100, 3.2144, 1.3872)
Cl (5.2294, -4.2828, 2.1825)
Cl (6.8092, 3.3560, -3.1035)
Cl (2.7455, 8.5334, -1.8076)
Cl (4.1753, -3.0497, 6.1992)
Cl (6.6675, -0.8050, 6.7431)
Cl (-5.0231, 2.4459, -5.0924)
Cl (-1.6416, 2.6794, -5.5796)
Cl (5.4554, 6.9723, -3.1290)
Cl (1.6838, -6.5802, -0.6851)
Cl (-8.9110, 5.9366, 0.6725)
Cl (7.8628, -6.4362, 2.1642)
Cl (-0.3721, -2.0808, 2.6612)
Cl (-2.0225, -2.5469, -4.7675)
Cl (-0.3477, -8.6630, -2.6685)
Cl (-6.4016, -1.1824, 1.5098)
Cl (3.1901, -0.5085, -1.3351)
O (-4.2570, 3.8250, -1.2237)
N (-1.3475, 0.4249, -1.6322)
N (0.5478, 3.4096, -1.3886)
C (-5.9341, -0.3725, 3.0316)
C (-0.6169, 0.3444, -0.4208)
C (-1.3647, 1.6214, 6.4982)
C (-2.9440, 3.2038, -6.6916)
C (-0.8388, 1.6085, -2.4093)
C (-0.8264, 1.8251, 7.8903)
C (-2.4144, -4.2167, -5.2780)
C (-2.8483, 0.3495, -1.3398)
C (1.5719, -2.7152, -1.0356)
C (5.0952, -0.8766, 7.5765)
C (-7.8785, 3.5446, -0.1397)
C (1.9619, -8.2613, -1.2306)
C (-7.9011, 5.0153, -0.4668)
C (-0.8143, 2.9070, -1.6159)
C (-2.8825, -5.0725, -4.1317)
C (3.9898, 6.1941, -2.4964)
C (6.0322, 1.8808, -0.8935)
C (-4.1525, 3.7333, -5.9663)
C (7.0756, 2.8387, -1.4173)
C (1.3928, -2.2681, 2.8868)
C (1.4368, -8.5827, -2.6126)
C (-4.0967, 2.5088, -0.7080)
C (-0.0799, 0.4111, 0.6674)
C (2.7625, 7.0266, -2.7637)
C (6.2409, -4.7241, 0.7839)
C (4.6112, -2.2925, 7.7564)
C (6.6993, -6.1586, 0.8457)
C (2.4493, -1.9863, -2.0224)
C (1.8086, -2.0265, 4.3129)
C (-3.7203, 1.5046, -1.8353)
C (-5.0743, 0.8334, 2.7741)
H (8.0390, 2.3319, -1.4025)
H (-7.3567, 3.0018, -0.9271)
H (-8.3234, 5.1586, -1.4602)
H (-3.2000, -4.1352, -6.0268)
H (-5.0521, 2.2016, -0.2769)
H (1.2358, -2.6366, 5.0066)
H (3.2480, -2.6308, -2.3819)
H (1.7885, -9.5720, -2.9000)
H (1.6439, -3.2810, 2.6023)
H (0.8414, -2.0509, -0.5755)
H (1.0363, -3.5177, -1.5366)
H (-3.4531, 4.3221, -1.0543)
H (5.9025, 1.0348, -1.5643)
H (1.8739, 6.4668, -2.4905)
H (-1.0841, -0.4139, -2.1624)
H (3.7154, -2.2992, 8.3752)
H (2.8613, -2.2593, 4.4405)
H (-3.3588, 2.0335, -2.7168)
H (-3.7013, -4.6002, -3.5930)
H (-1.4756, 2.5674, 5.9737)
H (-5.4275, -1.1022, 3.6586)
H (-5.5333, 1.5074, 2.0519)
H (-0.8216, 0.8947, 8.4530)
H (1.8613, -1.6622, -2.8740)
H (-3.8856, 4.5064, -5.2498)
H (0.4158, 0.5301, 1.6131)
H (-6.8526, -0.0637, 3.5276)
H (-1.3763, 1.6854, -3.3579)
H (5.8603, -6.8351, 0.9911)
H (5.6328, -4.5705, -0.1075)
H (4.1307, 6.0156, -1.4328)
H (-3.1986, 2.3560, -7.3218)
H (5.2278, -0.4111, 8.5519)
H (6.3508, 1.5080, 0.0785)
H (-6.8997, 5.4388, -0.4494)
H (-8.8818, 3.1377, -0.0442)
H (7.1470, 3.7362, -0.8074)
H (1.5149, -8.9249, -0.4950)
H (-1.5261, -4.6279, -5.7496)
H (-1.3612, 3.6666, -2.1884)
H (-4.6667, 1.0421, -2.1323)
H (5.3635, -2.9174, 8.2304)
H (-2.5173, 3.9858, -7.3168)
H (-3.3418, 2.4860, 0.0840)
H (0.1935, 2.2025, 7.8328)
H (-2.9560, 0.2333, -0.2604)
H (-0.6863, 0.9869, 5.9302)
H (-3.2165, -0.5901, -1.7601)
H (7.2019, -6.4203, -0.0843)
H (7.0834, -4.0379, 0.7524)
H (1.2482, 2.6951, -1.5571)
H (-4.8501, 4.1544, -6.6878)
H (1.7749, -7.8641, -3.3555)
H (0.1909, 1.3620, -2.6919)
H (2.6908, 7.2967, -3.8149)
H (0.6574, 3.6865, -0.4199)
H (1.8837, -1.5804, 2.2038)
H (3.9001, 5.2306, -2.9975)
H (-1.3442, 2.8183, -0.6609)
H (-4.9053, 1.3800, 3.6994)
H (4.3847, -0.2862, 7.0019)
H (3.0423, -8.3924, -1.2093)
H (-3.2306, -6.0292, -4.5176)

Output
Total charge ... +1
Gap between HOMO and LUMO ... 9.56 eV
HOMO ... -11.93 eV

Molecular formula: C31H64CaNO9
Method: DFT, ωB97M-V with the def2-TZVPD basis set

CARTESIAN COORDINATES (ANGSTROEM)
Ca (1.2868, 0.4240, 2.0012)
O (1.0223, -0.6906, 4.0187)
O (-0.3218, -1.4939, 1.1444)
O (-3.9867, -2.4754, 1.8475)
O (1.4521, -5.1705, -3.6589)
O (-1.0007, 1.0508, 2.5212)
O (-0.6398, 1.6630, -4.3414)
O (0.8278, 4.0430, 0.0608)
O (0.7068, -0.1809, -0.2927)
O (-0.2306, -2.0915, -1.0020)
N (3.4474, 3.1927, -2.1388)
C (-5.2485, -3.0407, 2.2725)
C (2.3861, -4.4575, -2.8609)
C (-0.2831, 3.3524, -0.5157)
C (-3.0254, -3.5038, 2.0259)
C (2.9493, 1.5466, -4.0030)
C (0.3343, 4.9273, 1.0622)
C (-5.2317, -4.4055, 1.5922)
C (-2.2815, 1.7910, 4.3799)
C (-2.0209, 1.7693, -4.6321)
C (-2.3544, 0.5575, 2.4012)
C (4.8223, 2.7356, -2.0474)
C (2.0132, 4.9784, -3.1675)
C (2.5291, 2.1638, -2.6651)
C (0.0372, -1.2128, -0.0320)
C (-0.0562, -1.6011, 4.3958)
C (-0.5435, 0.5238, -3.4948)
C (-1.5855, -0.4969, -4.0067)
C (0.7941, -6.1537, -2.8831)
C (-0.8804, 1.8454, 3.7174)
C (-3.7721, -4.8482, 1.7634)
C (-0.9807, 5.4504, 0.5149)
C (1.6643, -1.6175, 6.0779)
C (0.1643, -1.8827, 5.8932)
C (5.0010, 1.5777, -1.0596)
C (1.7175, -6.4461, -1.6869)
C (-2.4655, 0.3446, -4.9432)
C (1.9181, -0.4531, 5.1390)
C (3.4180, 4.4361, -2.9226)
C (-1.5356, 4.2178, -0.2606)
C (-3.1700, 1.5872, 3.1680)
C (2.3883, -5.0984, -1.4596)
H (-0.2242, 1.4320, 4.4908)
H (2.9501, -0.4758, 4.7853)
H (4.5490, 1.7726, -0.0793)
H (6.0585, 1.3771, -0.8899)
H (3.1401, 2.3387, -4.7289)
H (3.3876, -4.4539, -3.3002)
H (-3.2670, 2.4899, 2.5666)
H (0.0613, -2.4975, 3.7940)
H (-0.1015, 3.2860, -1.5877)
H (-2.2346, -3.2635, 1.3177)
H (-2.6050, 0.5344, 1.3439)
H (1.4058, 4.3548, -3.8240)
H (-5.2741, -3.0659, 3.3684)
H (1.8467, -4.4715, -0.7494)
H (2.0950, 1.0015, -4.4030)
H (-6.0157, -2.3677, 1.8973)
H (-0.1288, -2.8843, 6.1919)
H (-3.5271, 0.2164, -4.7282)
H (1.5371, 2.6054, -2.7030)
H (-4.1548, 1.2129, 3.4406)
H (5.4119, 3.5783, -1.6829)
H (-2.3208, 0.9192, 5.0314)
H (-2.6137, -3.4535, 3.0430)
H (1.0853, 5.7033, 1.1986)
H (4.5176, 0.6759, -1.4461)
H (-3.7054, -5.4324, 2.6805)
H (-2.3025, 0.0867, -5.9880)
H (-0.4134, -1.1634, 6.4806)
H (-5.9391, -5.1154, 2.0200)
H (3.8133, 0.8964, -3.9042)
H (-1.6938, 5.7493, 1.2800)
H (2.1135, 5.9599, -3.6327)
H (-2.4218, 2.7104, 4.9475)
H (-1.0136, -1.1176, 4.2415)
H (-0.5458, -2.8934, -0.5673)
H (-1.0316, -1.3105, -4.4650)
H (-0.6596, 0.8781, -2.4590)
H (1.6525, 0.5026, 5.5937)
H (-5.5236, -4.2419, 0.5553)
H (2.3999, -7.2457, -1.9706)
H (-2.0107, 4.5425, -1.1822)
H (-2.1576, 2.4518, -5.4667)
H (2.4856, 1.4120, -1.8724)
H (0.4613, 0.1024, -3.5091)
H (-2.2782, 3.7124, 0.3587)
H (-2.1634, -0.8732, -3.1626)
H (-0.1776, -5.7774, -2.5406)
H (1.4787, 5.0797, -2.2186)
H (3.9106, 4.2835, -3.8991)
H (2.2015, -2.5264, 5.7947)
H (0.2138, 4.3842, 2.0143)
H (3.4246, -5.1537, -1.1236)
H (-0.3699, 2.3544, -0.0873)
H (0.6594, -7.0595, -3.4716)
H (5.2243, 2.3888, -3.0102)
H (4.0058, 5.1701, -2.3705)
H (1.1544, -6.7786, -0.8145)
H (-0.5989, 2.8544, 3.4126)
H (1.9720, -1.4190, 7.1034)
H (-2.4151, -0.4576, 2.7880)
H (-3.3850, -5.3741, 0.8974)
H (-0.7902, 6.2598, -0.1857)
H (-2.5097, 2.1398, -3.7197)
H (2.0907, -3.4015, -2.8166)

Output
Total charge ... +1
Gap between HOMO and LUMO ... 5.94 eV
HOMO ... -9.81 eV